1.
96
Properties=species:S:1:pos:R:3 method="wB97M-V/def2-TZVPD" spin_multiplicity=1 lumo_ev=-0.01 charge=0 total_energy_ha=-4635.889157 de_lowest_kj_mol=13.5
C 0.93059 0.05424 -0.57125
C 0.01910 -0.65126 0.39321
C -0.06940 -0.08734 1.81056
O -1.46106 0.17100 2.00487
C -2.10502 0.09587 0.80829
O -3.22217 0.46218 0.63154
O -1.35521 -0.57287 -0.09389
H 0.78294 1.13186 -0.66667
H 0.78030 -0.38665 -1.55902
H 1.97165 -0.10550 -0.28940
H 0.26223 -1.70884 0.41413
H 0.49050 0.83904 1.93043
H 0.30102 -0.86575 2.47475
C -3.31107 0.59714 -2.81063
C -1.84913 0.44612 -3.17638
C -1.59609 0.16129 -4.65699
O -0.37043 0.88668 -4.89595
C -0.25515 1.86359 -3.97936
O 0.53265 2.75167 -4.01106
O -1.16351 1.69897 -2.98653
H -3.71122 -0.35943 -2.48981
H -3.89488 0.91318 -3.67980
H -3.44804 1.34663 -2.03419
H -1.39312 -0.32272 -2.55732
H -2.35509 0.54971 -5.33421
H -1.43896 -0.89812 -4.82217
C 4.81639 2.52565 -3.26307
S 3.37708 2.41911 -2.20244
O 3.89932 1.74624 -0.97027
C 3.29378 4.18664 -1.87940
H 5.08200 1.52404 -3.59755
H 5.64863 2.89904 -2.66388
H 4.64026 3.19208 -4.10698
H 4.30618 4.58741 -1.82495
H 2.73688 4.36830 -0.96747
H 2.83351 4.63055 -2.76419
C 4.83723 -2.49896 1.91476
S 3.19220 -1.79483 1.98870
O 2.39208 -2.48247 0.93692
C 2.75359 -2.55300 3.55678
H 5.23461 -2.40889 0.90937
H 4.79009 -3.56425 2.15967
H 5.45518 -2.03808 2.68583
H 1.75166 -2.18975 3.79018
H 3.40233 -2.15983 4.34117
H 2.78480 -3.63673 3.48971
C -6.54468 1.43581 -1.51831
S -7.22108 2.38604 -0.16196
O -8.05886 1.47402 0.65340
C -5.66266 2.56386 0.71052
H -6.00818 0.55953 -1.14517
H -5.82911 2.06350 -2.05143
H -7.35206 1.12320 -2.17516
H -5.77339 3.36095 1.44346
H -4.86225 2.82998 0.02220
H -5.45753 1.62172 1.21363
C -1.07197 -0.92912 5.27321
S -0.68010 -1.32886 6.96876
O -0.48150 -0.05707 7.69015
C -2.31648 -1.93240 7.39907
H -1.25226 -1.83267 4.68586
H -0.19575 -0.44798 4.82488
H -1.87590 -0.21292 5.09306
H -2.73514 -2.48613 6.55709
H -2.93943 -1.07427 7.64232
H -2.26579 -2.63128 8.23195
C 5.68721 -3.60970 -2.10448
S 5.40212 -1.98167 -2.82815
O 5.21550 -2.16046 -4.28099
C 3.77385 -1.72125 -2.13204
H 6.70893 -3.89278 -2.34300
H 4.96252 -4.32299 -2.49191
H 5.56418 -3.50509 -1.02630
H 3.84109 -1.42054 -1.08983
H 3.15990 -2.62009 -2.20364
H 3.34887 -0.95448 -2.77762
C 0.85524 3.96071 1.73064
S 2.26681 4.49426 2.70673
O 1.86947 4.38656 4.13091
C 3.28370 3.06455 2.35195
H 0.43648 3.06345 2.18880
H 1.18568 3.73417 0.71645
H 0.11740 4.75782 1.75446
H 2.73066 2.15056 2.57109
H 4.14966 3.13203 3.00687
H 3.59620 3.07064 1.30568
C -5.13425 -3.27682 -2.89552
S -3.35126 -3.55625 -2.85737
O -2.73283 -2.55091 -3.76379
C -3.09100 -3.01526 -1.16371
H -5.54883 -3.38787 -1.89419
H -5.56014 -4.01256 -3.57119
H -5.32393 -2.26098 -3.23946
H -3.58183 -2.05350 -1.03559
H -2.02006 -2.98283 -0.99121
H -3.52644 -3.77763 -0.51714

=====

2.
16
Properties=species:S:1:pos:R:3 method="wB97M-V/def2-TZVPD" spin_multiplicity=1 lumo_ev=0.67 charge=0 total_energy_ha=-400.186190 de_lowest_kj_mol=92.7 smiles="CNCC(=O)O.O"
C 1.77904 0.17265 -0.74471
N 0.61465 0.20166 0.15902
C 0.12564 -1.13715 0.46768
C -1.26042 -1.03436 1.05529
O -2.20747 -1.34832 0.15490
O -1.51152 -0.64544 2.16103
H 2.16816 1.17813 -0.83780
H 1.40838 -0.19130 -1.70396
H 2.53191 -0.52565 -0.39508
H 0.84427 0.68264 1.01878
H 0.79127 -1.70935 1.11774
H 0.08007 -1.67438 -0.47024
H -3.07402 -1.18565 0.56729
H -0.40325 3.01642 -0.57121
H -0.96699 1.67455 -0.75399
O -0.91973 2.52552 -1.22474

=====

3.
54
Properties=species:S:1:pos:R:3 method="wB97M-V/def2-TZVPD" spin_multiplicity=1 lumo_ev=3.89 charge=-2 total_energy_ha=-2020.300585 de_lowest_kj_mol=15.7
Pd 0.38642 -0.00132 2.29729
I -5.50972 -5.09884 0.60749
C -3.97445 -4.06400 1.65915
C -4.31750 -3.60326 2.97308
C -3.44231 -2.78722 3.66075
I -3.80839 -2.24890 5.64970
C -2.11625 -2.54887 3.13247
C -1.04176 -2.04146 3.85865
C 0.26528 -1.94950 3.32526
C 0.38688 -2.29825 1.95944
N -0.62791 -2.86795 1.21424
C -1.80726 -3.00722 1.79879
C -2.75505 -3.80407 0.92973
O -2.45068 -4.12521 -0.22746
H -5.19843 -4.09808 3.51218
H -1.10450 -1.84233 4.91891
H 1.13037 -1.80067 3.96509
H 1.34940 -2.33580 1.47632
N 1.45947 -2.07130 -3.46615
C 0.74163 -1.48333 -4.48499
C -0.08522 -0.36676 -4.32397
C -0.74889 0.24216 -5.40172
N -0.65675 -0.26270 -6.64585
C 0.04153 -1.38757 -6.77224
C 0.82953 -1.98857 -5.79175
H 1.19867 -1.80058 -2.49580
H 1.76071 -3.01994 -3.63265
H -0.20244 0.04232 -3.31459
H -1.31893 1.11412 -5.18057
H 0.02295 -1.81796 -7.76723
H 1.34671 -2.91664 -6.06957
C -1.25771 5.20154 2.28755
C -0.53491 5.25990 1.14867
C 0.10408 4.15200 0.60996
C -0.02985 2.92211 1.27451
C -0.97118 2.82460 2.34600
C -1.44480 3.93431 2.89892
N 0.69412 1.78927 1.00549
C 1.92796 1.83168 0.38380
C 2.93176 2.72508 0.59178
C 4.22306 2.59294 0.13792
C 4.55384 1.55900 -0.71273
C 3.57648 0.57975 -1.03223
C 2.30865 0.68365 -0.46020
H -1.83659 6.03621 2.73147
H -0.41411 6.25198 0.66519
H 0.82732 4.22437 -0.11637
H -1.12431 1.85875 2.76132
H -2.17170 3.93228 3.72006
H 2.89033 3.62786 1.23902
H 5.07539 3.21977 0.41289
H 5.56048 1.34431 -0.94242
H 3.86744 -0.30156 -1.61666
H 1.49114 -0.01008 -0.69795

=====

4.
49
Properties=species:S:1:pos:R:3 method="wB97M-V/def2-TZVPD" spin_multiplicity=1 lumo_ev=-0.26 charge=0 total_energy_ha=-7127.391860 smiles=N#C[C@H](CCc1ccccc1)[C@H](C#N)P(O)Cl.ClC(Cl)Cl.ClC(Cl)Cl.ClC(Cl)Cl.ClC(Cl)Cl
N 5.43634 -2.49974 0.31869
C 4.28694 -2.10685 0.79193
C 3.05995 -1.24528 1.52346
C 1.76857 -2.22171 1.58680
C 0.67856 -2.11936 0.37835
C -0.34436 -0.80896 0.55194
C -0.32080 0.29584 -0.69343
C -1.26233 1.62828 -0.53068
C -2.15133 1.79326 0.86035
C -2.18425 0.69298 2.08378
C -1.24248 -0.65125 1.91568
C 2.88303 0.20411 0.80239
C 3.07718 0.12401 -0.85659
N 3.46570 -0.05834 -2.08846
P 4.22152 1.49667 1.39425
O 3.81923 2.96035 0.52324
Cl 3.91515 1.98112 3.43859
H 3.37773 -1.02277 2.65341
H 2.18131 -3.34103 1.59260
H 1.24407 -2.09503 2.64990
H -0.06251 -3.05175 0.47470
H 1.12670 -2.20229 -0.70971
H 0.38256 0.09975 -1.63473
H -1.25613 2.46660 -1.38126
H -2.79695 2.79350 0.93155
H -2.82550 0.89135 3.06549
H -1.14064 -1.51057 2.73164
H 1.86254 0.76553 1.04427
H 3.98158 2.87260 -0.46106
C 5.06852 -1.56367 -4.90508
Cl 5.62749 -2.63418 -3.60849
Cl 6.21217 -1.57591 -6.25834
Cl 3.45214 -2.04082 -5.45224
H 5.01215 -0.54575 -4.51100
C -6.10895 2.39107 -0.41626
Cl -4.56024 3.18912 -0.73907
Cl -6.07929 0.71740 -0.99708
Cl -6.48640 2.44245 1.31423
H -6.89263 2.92902 -0.95580
C 1.64359 -4.60514 4.74474
Cl 0.78220 -6.05326 4.19650
Cl 3.06319 -4.30358 3.72828
Cl 0.56434 -3.19982 4.73882
H 1.98351 -4.77400 5.76972
C -7.65284 4.69188 -4.03033
Cl -6.50542 3.86751 -2.96101
Cl -9.24049 3.90825 -3.96164
Cl -7.78547 6.40512 -3.59795
H -7.27895 4.62326 -5.05509

=====

5.
15
Properties=species:S:1:pos:R:3 method="wB97M-V/def2-TZVPD" spin_multiplicity=1 lumo_ev=1.01 charge=0 total_energy_ha=-345.705183 de_lowest_kj_mol=262.0 smiles="CC1=CC1.O=CO"
C -0.58152 1.87618 -0.24610
C -0.75598 0.42302 -0.09306
C -1.10284 -0.80208 -0.87055
C -1.16857 -0.58158 0.62232
O 1.80397 0.24894 -0.28422
C 2.22323 -0.67320 0.37410
O 1.49745 -1.63631 0.93408
H 0.12719 2.12642 -1.03903
H -0.26691 2.34431 0.69158
H -1.57050 2.26640 -0.51985
H -2.01654 -0.76303 -1.47140
H -0.31771 -1.43108 -1.30580
H -1.62389 -0.86897 1.55638
H 0.54437 -1.39344 0.82598
H 3.29133 -0.81154 0.58279

=====

6.
8
Properties=species:S:1:pos:R:3 method="wB97M-V/def2-TZVPD" spin_multiplicity=1 lumo_ev=3.77 charge=-1 total_energy_ha=-2629.900803 de_lowest_kj_mol=212.4
C -2.25712 -0.90958 0.01838
C -0.19974 0.59493 -0.11653
O -1.84273 -2.01201 -0.06603
O -3.00799 -0.00244 0.10880
Se 1.25480 -0.80377 0.01783
H -0.22646 1.00547 0.90950
H 0.18686 1.45574 -0.77056
H 0.15589 -1.63175 -0.26965

=====

7.
15
Properties=species:S:1:pos:R:3 method="wB97M-V/def2-TZVPD" spin_multiplicity=1 lumo_ev=0.71 charge=0 total_energy_ha=-287.723150 de_lowest_kj_mol=287.0 smiles="C=NCC.C=O"
C 0.17944 0.26425 2.40618
C -0.64226 0.30980 1.10324
C -1.02319 -1.22547 -0.60464
N -0.21914 -0.85779 0.31304
H -0.11021 1.08655 3.02570
H -0.05130 -0.62059 2.92874
H 1.30531 0.30756 2.18761
H -0.51647 1.22771 0.52099
H -1.72114 0.21788 1.33091
H -2.05344 -0.83519 -0.72032
H -0.66937 -1.96864 -1.35567
O 2.24869 0.33956 -1.95787
C 1.37500 0.50606 -2.80887
H 1.52813 1.24334 -3.68878
H 0.36994 0.00497 -2.68027

=====

8.
195
Properties=species:S:1:pos:R:3 method="wB97M-V/def2-TZVPD" spin_multiplicity=1 lumo_ev=0.17 charge=0 total_energy_ha=-3176.142946 smiles=CC1(C)CCCC(C)(C)N1O.CC1(C)CCCC(C)(C)N1O.CC1(C)CCCC(C)(C)N1O.CC1(C)CCCC(C)(C)N1O.CC1(C)CCCC(C)(C)N1O.CC1(C)CCCC(C)(C)N1O.CC(C)O.O
C 8.80658 -25.35990 14.41240
C 8.70150 -24.07015 13.52119
C 8.84098 -22.75125 14.40929
C 10.25773 -22.44643 14.79290
C 11.14784 -22.23890 13.56063
C 11.15247 -23.53162 12.60488
N 9.79425 -24.07168 12.47143
O 9.59405 -24.98545 11.43295
C 11.76163 -23.18787 11.21048
C 12.08285 -24.59940 13.24465
C 7.38854 -23.97590 12.78535
H 8.76292 -26.33665 13.93057
H 8.02728 -25.30659 15.17263
H 9.65716 -25.28719 15.09013
H 8.33231 -21.84382 14.08381
H 8.28813 -22.99546 15.31638
H 10.67276 -23.28994 15.34458
H 10.26078 -21.59055 15.46783
H 12.15486 -22.02878 13.92100
H 10.83018 -21.39863 12.94327
H 12.74376 -22.74138 11.36595
H 11.93276 -24.01138 10.51720
H 11.08475 -22.43600 10.80474
H 12.39869 -25.39458 12.56933
H 12.95184 -24.05543 13.61483
H 11.80569 -25.09568 14.17470
H 7.38152 -22.99946 12.30098
H 6.59788 -24.18720 13.50528
H 7.18857 -24.67352 11.97206
H 9.42758 -24.34074 10.74140
C 19.50647 -26.45110 28.96066
C 20.90439 -25.81219 28.88074
C 21.90344 -26.43297 29.93666
C 22.49829 -27.75434 29.43379
C 23.08795 -27.57153 28.05347
C 22.03866 -27.13500 26.99012
N 21.36946 -25.92195 27.47916
O 20.47772 -25.38017 26.44670
C 22.96232 -26.73405 25.78708
C 21.09865 -28.31222 26.63296
C 20.84247 -24.25401 29.26268
H 18.91720 -26.09624 29.80620
H 19.47122 -27.53873 29.02334
H 18.94260 -26.17263 28.07037
H 22.72536 -25.73423 30.09258
H 21.32221 -26.75920 30.79912
H 21.75636 -28.54640 29.53519
H 23.29954 -27.98132 30.13706
H 23.69274 -28.44752 27.81899
H 23.81751 -26.77331 28.19014
H 23.40597 -27.57621 25.25599
H 22.38612 -26.27639 24.98294
H 23.78872 -26.06365 26.02315
H 21.63849 -29.16453 26.22035
H 20.55674 -28.73707 27.47791
H 20.49155 -27.99814 25.78391
H 20.67276 -24.19749 30.33791
H 20.03866 -23.66157 28.82566
H 21.82508 -23.81069 29.10129
H 20.73311 -24.45764 26.51954
C 19.37063 -12.83411 13.01931
C 20.85500 -12.81743 12.61016
C 21.53274 -12.14007 13.74822
C 21.83460 -12.86343 15.04383
C 22.67857 -14.07120 14.68761
C 22.03345 -14.93297 13.58886
N 21.44839 -14.16084 12.48488
O 20.83578 -14.89583 11.45036
C 23.17106 -15.79777 13.00340
C 20.99939 -15.89241 14.29237
C 20.90598 -11.98276 11.25675
H 19.07489 -11.81224 13.25682
H 19.20060 -13.49939 13.86582
H 18.68641 -13.09392 12.21157
H 22.33917 -11.47726 13.43446
H 20.87185 -11.30806 13.99128
H 20.88129 -13.16603 15.47713
H 22.21616 -12.24767 15.85829
H 22.78004 -14.64490 15.60884
H 23.70437 -13.74095 14.52397
H 22.70543 -16.45954 12.27310
H 23.79792 -15.15559 12.38473
H 23.70090 -16.34672 13.78187
H 21.48306 -16.26456 15.19551
H 20.03523 -15.42193 14.48504
H 20.69571 -16.69890 13.62493
H 20.30726 -12.53397 10.53161
H 21.96134 -11.96113 10.98498
H 20.56734 -10.96324 11.44107
H 21.43495 -14.78447 10.70861
C 32.38759 -26.13859 19.39565
C 31.66426 -26.25309 18.01319
C 30.47273 -27.21315 18.27585
C 29.25355 -26.54447 18.90870
C 28.76759 -25.33745 18.14729
C 29.94633 -24.36090 17.76785
N 31.18762 -25.02117 17.37063
O 32.26967 -24.14759 17.15772
C 29.49668 -23.37577 16.71797
C 30.19233 -23.48092 19.04393
C 32.56093 -26.99237 16.92714
H 33.03118 -25.25936 19.42488
H 32.97921 -26.99572 19.71723
H 31.65465 -25.94041 20.17771
H 30.16360 -27.77508 17.39450
H 30.76143 -27.90902 19.06358
H 29.49482 -26.34987 19.95370
H 28.42909 -27.22984 18.71218
H 28.11721 -24.84768 18.87202
H 28.08717 -25.44989 17.30321
H 30.28697 -22.64243 16.55748
H 29.45106 -24.01052 15.83303
H 28.55073 -22.86185 16.88873
H 29.55690 -22.62507 19.27170
H 30.02323 -24.10258 19.92315
H 31.22423 -23.16138 19.18950
H 31.89521 -27.26940 16.10972
H 33.04339 -27.90118 17.28685
H 33.38849 -26.40878 16.52379
H 32.29175 -24.24714 16.20315
C 26.05643 -15.51517 25.50198
C 24.96173 -15.82767 24.42088
C 24.69895 -17.32223 24.68096
C 23.37580 -17.86227 24.09338
C 22.16829 -16.99079 24.55365
C 22.35587 -15.49580 24.34278
N 23.73568 -15.02900 24.66423
O 23.97243 -13.65363 24.45030
C 21.90211 -15.29612 22.87191
C 21.38124 -14.80800 25.31490
C 25.50334 -15.62005 22.97406
H 26.50678 -14.52283 25.52564
H 26.82002 -16.29245 25.53159
H 25.69115 -15.42252 26.52476
H 25.47391 -17.89906 24.17615
H 24.60905 -17.61035 25.72834
H 23.39511 -18.94641 24.20468
H 23.58622 -17.89949 23.02452
H 21.98271 -17.23916 25.59861
H 21.25550 -17.38702 24.10876
H 22.13453 -14.25231 22.66090
H 22.44895 -15.92005 22.16496
H 20.83397 -15.46031 22.72964
H 20.48067 -15.38946 25.51240
H 21.85742 -14.90750 26.29032
H 21.14876 -13.75917 25.13049
H 24.61366 -15.51631 22.35292
H 26.03670 -16.48179 22.57277
H 25.95857 -14.63804 22.84558
H 23.43648 -13.24323 25.13288
C 9.18652 -23.14068 26.86043
C 10.41355 -22.37482 26.23565
C 11.19985 -23.17096 25.17454
C 10.71036 -23.14639 23.80026
C 10.33669 -21.70837 23.32142
C 9.41024 -20.91180 24.26499
N 9.89821 -21.08197 25.68126
O 9.36637 -20.33168 26.66270
C 9.47676 -19.48641 23.85607
C 7.94089 -21.44652 24.04428
C 11.55335 -21.96044 27.23705
H 9.53747 -24.04777 27.35250
H 8.35730 -23.40438 26.20395
H 8.56912 -22.56352 27.54876
H 12.26259 -22.93614 25.11502
H 11.30277 -24.22595 25.42854
H 9.86349 -23.83178 23.83425
H 11.42883 -23.52448 23.07297
H 10.02342 -21.71862 22.27745
H 11.30297 -21.23446 23.14876
H 10.31473 -18.89684 24.22797
H 9.49335 -19.40711 22.76909
H 8.57851 -18.88658 24.00256
H 7.42694 -21.09031 23.15150
H 7.94022 -22.52663 23.89778
H 7.29065 -21.25005 24.89673
H 12.34414 -21.38222 26.75915
H 11.91911 -22.93888 27.54844
H 11.27228 -21.44426 28.15501
H 9.91913 -19.54884 26.60583
O 15.11094 -18.03514 24.12376
H 15.59048 -18.59407 23.51231
H 14.30921 -18.52168 24.31545
C 17.41201 -21.87790 18.99814
C 18.37242 -22.63641 19.98656
C 19.86246 -22.40059 19.59361
O 18.00473 -22.13194 21.23996
H 17.52787 -20.79792 18.90686
H 16.35179 -22.04202 19.19075
H 17.38442 -22.24912 17.97368
H 18.13104 -23.69434 19.88362
H 20.62749 -22.79469 20.26257
H 20.08681 -21.33586 19.52955
H 20.03922 -22.81183 18.59977
H 18.30836 -22.85577 21.79264